No. 1
# C17H32AsF6N4SSi2V

A structure of composition C17H32AsF6N4SSi2V (ωB97M-V/def2-TZVPD, OMol25).

Positions of all 64 atoms, in Å:
V  -0.577525  -0.178704  -1.235187
C  -2.873516  -3.022632  3.478495
C  -2.733132  -1.516598  3.291852
N  -3.090962  -1.081748  1.957401
C  -2.281589  -1.232918  0.903518
S  -2.764118  -0.615894  -0.646457
N  -1.132250  -1.845489  0.993502
N  -0.402164  -1.722241  -0.120129
C  0.405751  -2.700425  -0.452465
C  0.575626  -3.937266  0.368509
C  1.068111  -2.462956  -1.689413
C  1.892580  -3.378630  -2.360587
C  2.467403  -3.018025  -3.556980
C  2.214567  -1.739003  -4.053614
C  1.382709  -0.896375  -3.345427
N  0.802369  -1.234721  -2.199019
H  -2.562065  -3.300611  4.479218
H  -2.242845  -3.537514  2.761311
H  -3.901495  -3.340913  3.334290
H  -1.691039  -1.231192  3.453742
H  -3.366335  -0.983384  4.005080
H  -4.031830  -0.770934  1.776802
H  -0.269866  -4.033792  1.045598
H  1.486955  -3.869573  0.964003
H  0.640190  -4.812906  -0.273877
H  2.054465  -4.356446  -1.938851
H  3.100978  -3.700857  -4.102578
H  2.636154  -1.395664  -4.982838
H  1.209462  0.096401  -3.740418
C  -2.822350  2.368802  0.769506
Si  -0.907875  2.414533  0.925703
C  -0.659522  2.576601  2.825499
C  -0.327347  4.026790  0.084904
C  0.105071  0.831423  0.475442
Si  2.014572  1.060068  0.541663
C  3.076371  -0.249183  -0.375884
C  2.732339  2.731693  -0.032045
C  2.526776  0.795297  2.373007
H  -3.243367  3.199421  1.328534
H  -3.251766  1.453273  1.166426
H  -3.162449  2.474355  -0.253618
H  -1.139842  3.471487  3.204567
H  0.387810  2.634846  3.094765
H  -1.081917  1.725145  3.351983
H  -1.086922  4.795043  0.193122
H  -0.152581  3.895180  -0.980995
H  0.585184  4.408349  0.529207
H  -0.101711  0.167911  1.321769
H  3.081865  -0.088404  -1.448852
H  2.744335  -1.263122  -0.177781
H  4.105813  -0.174131  -0.035744
H  2.286947  3.075654  -0.958542
H  3.802172  2.643145  -0.192778
H  2.577574  3.496539  0.719484
H  2.237556  -0.189821  2.723626
H  2.064061  1.519832  3.030282
H  3.601163  0.888942  2.488511
F  0.256575  1.569354  -2.414618
As  -1.168483  1.600940  -3.561816
F  -1.362140  -0.190662  -3.528154
F  -2.566816  1.681979  -4.585423
F  -2.144087  1.737466  -2.128204
F  -0.934334  3.325376  -3.647426
F  -0.089266  1.406890  -4.941601

Atomic forces in eV per Å
-0.47 2.38 0.44
0.01 0.21 -0.05
0.16 -0.30 0.17
-0.01 -0.09 -0.07
-0.12 0.07 -0.83
-1.02 -0.02 -0.16
0.02 -0.67 1.69
0.69 -2.16 0.15
-0.93 0.05 1.34
-0.14 0.23 -0.13
0.69 0.06 -1.14
-0.44 0.27 0.57
-0.10 0.62 -0.28
0.06 -0.45 0.19
0.38 0.29 -0.70
1.05 -1.16 -0.71
0.05 -0.09 0.19
0.07 -0.10 -0.07
-0.16 -0.05 -0.02
-0.10 0.08 0.10
0.12 0.05 -0.11
0.13 0.06 -0.08
0.06 -0.05 -0.03
0.07 -0.04 0.02
0.02 -0.08 0.03
0.04 -0.07 0.09
0.03 -0.08 0.01
0.08 0.03 -0.09
-0.09 -0.18 0.15
0.66 -0.12 -0.15
-0.05 0.12 0.66
0.01 0.09 -0.73
-0.16 -0.64 0.13
0.24 0.79 -0.76
0.20 -0.11 0.64
-0.51 0.39 0.15
-0.43 -0.58 0.15
-0.18 0.21 -0.72
0.11 0.25 0.23
0.02 -0.04 0.09
-0.04 -0.04 -0.15
-0.19 0.24 0.07
0.23 0.05 0.04
-0.12 -0.22 0.03
-0.22 0.08 0.07
0.01 -0.04 -0.12
0.16 0.02 0.08
0.16 0.08 0.05
0.02 0.00 -0.22
-0.03 -0.19 0.07
0.13 0.13 0.16
-0.12 0.08 -0.20
0.22 -0.14 0.01
-0.06 0.18 0.16
-0.10 -0.28 0.02
-0.10 0.16 0.14
0.29 0.00 -0.02
-0.91 -0.96 -0.36
-0.51 2.03 -2.68
0.53 1.06 0.97
0.68 -0.11 0.56
0.53 -0.26 -0.39
-0.17 -0.90 0.25
-0.47 -0.15 1.11

## Properties
Net charge: 0
Lowest unoccupied orbital energy (alpha / beta) in eV: -1.058 / -1.551
HOMO level (alpha / beta) in eV: -8.29 / -8.67
Frontier orbital gap (alpha / beta) in eV: 7.232 / 7.119
Multiplicity: 3

***

No. 2
# C3H13NO3

A cluster of 4 separate species, C3H13NO3 in total (ωB97M-V/def2-TZVPD, OMol25).

Positions of all 20 atoms, in Å:
C  -0.815087  1.098496  -0.144626
N  0.310007  0.518245  -0.214408
C  1.139769  0.618494  1.004933
C  0.552522  0.218754  2.338440
H  -1.311547  1.361971  0.820299
H  -1.502254  1.218635  -0.930383
H  2.005209  -0.050805  0.803638
H  1.495031  1.693550  1.192320
H  -0.444253  0.693832  2.433422
H  0.401062  -0.873148  2.417964
H  1.199308  0.488056  3.224035
O  2.216961  -1.957971  -0.415245
H  1.814398  -1.081402  -0.369960
H  2.517960  -2.244448  0.432849
O  -3.222207  -0.165232  -1.800475
H  -3.241611  -0.787310  -1.077473
H  -2.405263  -0.249369  -2.350077
O  -0.537945  -0.316518  -2.649531
H  -0.197805  -0.578654  -1.777704
H  0.025746  0.394823  -2.938018

Atomic forces in eV per Å
-0.36 -0.56 2.00
-0.25 1.27 0.74
1.61 0.51 0.61
-0.81 -0.63 0.93
0.82 0.41 -0.38
-0.34 -0.19 -1.42
-0.19 1.20 0.53
-0.26 -1.43 -0.99
0.59 -0.24 0.44
-0.05 0.38 -0.17
-0.64 0.03 -1.14
-0.27 -0.08 -1.39
0.12 -0.48 0.06
0.12 0.09 0.86
0.00 0.71 -0.80
0.41 -0.39 -0.06
-0.50 -0.37 0.87
-0.50 -0.80 -0.25
0.17 0.29 -0.38
0.35 0.30 -0.05

## Properties
SMILES: C=NCC.O.O.O
Net charge: 0
Lowest unoccupied orbital energy in eV: 0.408
HOMO level in eV: -10.44
Frontier orbital gap in eV: 10.843